42
Properties=species:S:1:pos:R:3 method="wB97M-V/def2-TZVPD" fmax_ev_per_a=4.12 de_lowest_ev=0.645 total_charge=0
C 0.0390 0.5140 2.6358
H 1.3073 -2.2877 2.1309
H 1.3123 -0.5616 -4.2660
C -1.6297 0.8282 -1.9987
H 3.4583 -1.7574 -3.0582
H -1.4036 3.2356 4.1219
H 0.4643 2.8645 5.7265
H -2.2207 -1.5250 0.4221
H -2.3328 -0.9121 2.1044
C 0.7221 0.5682 -2.5349
C 1.2321 1.1452 4.6536
C -1.9206 -0.1666 -3.1551
Ti 1.8367 -0.7381 -1.4211
H -0.0951 -2.9902 1.2776
H 0.4538 -1.5175 -3.1164
P -0.1310 -0.5872 1.1764
H -0.7841 0.7290 -4.7485
H 1.8175 0.8527 -2.4894
H -2.0315 -1.1757 -2.7335
C 0.3427 2.2042 4.8670
C -1.9517 -0.7051 1.0981
H -0.3155 -2.2613 2.9131
C -0.8610 -0.2378 -4.2509
C 1.1024 0.3245 3.5369
C -0.8533 1.5821 2.8485
H -2.0528 1.8004 -2.2885
C -0.7036 2.4160 3.9600
H 2.0433 0.9687 5.3673
C -0.1875 0.9588 -1.6592
H -2.2152 0.5890 -1.0982
Cl 2.4172 0.8213 0.1077
H 0.0721 1.5127 -0.7542
H -2.3951 0.2290 0.7388
H -1.6741 1.7677 2.1547
H 1.8289 -0.4785 3.3710
H -2.8828 0.1286 -3.5874
C 0.2284 -2.1986 1.9627
H -1.1033 -0.9627 -5.0560
C 3.5409 -1.2865 -2.0270
H 4.3517 -0.5236 -2.1333
C 0.4886 -0.4976 -3.5653
Cl 0.6857 -2.6697 -1.2336